2 unconnected molecules or ions with the total composition CH7N2S in a non-equilibrium geometry. Source: the OMol25 dataset; level of theory: the ωB97M-V functional and the def2-TZVPD basis.

Each atom is followed by the atoms it is bonded to, with distances in Å.
Cartesian coordinates (Å):
1 S -1.20698 3.00560 -0.72789  H2 1.334
2 H -2.09429 3.53906 0.11293  S1 1.334
3 N -0.06986 0.01134 0.94807  C4 1.454, H6 1.073, H7 1.081
4 C 0.06818 -0.92443 -0.15559  N3 1.454, N5 1.511, H8 1.084, H9 1.085
5 N 1.46491 -1.39230 -0.49341  C4 1.511, H10 1.007, H11 1.036
6 H -0.28385 0.97531 0.52881  N3 1.073
7 H -1.04317 -0.17335 1.38083  N3 1.081
8 H -0.29025 -1.91601 0.09421  C4 1.084
9 H -0.46956 -0.66720 -1.06231  C4 1.085
10 H 2.04409 -0.77030 -1.03344  N5 1.007
11 H 1.88077 -1.68771 0.40779  N5 1.036

Values from the calculation:
**Lowest unoccupied orbital energy**: 4.22 eV
**Net charge**: -1
**Relative energy (zero: lowest compared OMol25 entry of this formula, charge and spin)**: 0.584 eV
**Kohn-Sham gap**: 7.009 eV